A 16-piece molecular cluster, C28H51Cl31NO5P overall at a distorted geometry, computed with ωB97M-V/def2-TZVPD.

Summary:
- orbital gap (eV) = 8.93
- HOMO (eV) = -8.763
- E_LUMO (eV) = 0.163

Positions of all 117 atoms, in Å:
1 C -0.6408 0.1643 2.9937
2 H 1.4869 3.1460 -0.8952
3 Cl 5.4578 -0.9119 -1.7103
4 H -5.5561 -2.6363 1.5284
5 Cl -1.2447 -3.9152 2.8227
6 H -2.1318 1.7957 3.0878
7 C -2.0760 -3.1546 6.6773
8 O 3.0149 2.5665 3.0534
9 O 1.4124 -2.1878 2.3567
10 H -5.7413 -5.7889 8.4029
11 H 6.6932 0.7364 -9.8561
12 H 0.0154 7.6763 -1.2001
13 Cl 1.5185 3.0094 7.4260
14 H 2.3865 1.2324 -1.1291
15 O 2.0017 -1.1068 3.0378
16 H -0.7282 -6.2116 2.9374
17 H -5.2694 -0.8479 -2.7064
18 Cl 2.9910 -1.7638 -4.7144
19 Cl 0.2799 8.9253 -3.1786
20 C 0.9950 1.3664 0.4115
21 C -3.5497 6.1842 2.5145
22 C 2.4564 2.2589 2.0486
23 Cl 5.6208 -0.3055 -8.0416
24 Cl -0.6867 4.9607 -1.0730
25 C -4.6535 -0.7072 -3.5889
26 C -2.6308 0.5706 5.9950
27 H 0.3733 5.7895 -5.5377
28 C 0.5342 1.1829 3.0510
29 H 3.3948 2.1969 6.2582
30 H 2.9069 -0.4158 -6.6373
31 H -0.2131 0.1614 -1.4830
32 C 2.4857 -0.1842 2.0436
33 P 0.1140 4.2028 0.7291
34 C 0.4387 6.6462 -6.2000
35 C 2.5504 -2.0586 -1.3261
36 C 6.3305 0.3501 -0.8324
37 C 2.4345 -0.3831 -5.6653
38 H 0.7205 -5.2060 2.7279
39 H 2.6896 -0.7629 1.1336
40 C 5.7130 0.8249 -9.4003
41 C -2.6491 -8.0881 5.3804
42 Cl -3.8132 -3.3882 6.4270
43 O -1.1488 3.4862 1.5283
44 Cl -0.8817 6.5644 -7.3725
45 H 1.4564 -2.0677 -10.1316
46 Cl -5.4702 -7.1850 6.5266
47 Cl 0.4150 -0.7970 -8.4462
48 C 0.8522 -0.1161 -1.5529
49 H -3.2072 0.5412 6.8971
50 H -3.0616 -7.9753 6.3717
51 H 3.4591 0.1770 2.4128
52 H 5.5685 1.8325 -9.0253
53 H -4.2089 -3.7600 1.8229
54 C 1.3539 2.8815 0.1667
55 Cl -0.3396 -5.6826 0.6790
56 H -2.7987 0.1028 2.8704
57 H -5.5831 -7.5004 8.8577
58 Cl -3.7804 -2.3268 0.0027
59 H 0.5055 -2.2289 -2.0561
60 C -0.3079 -5.3628 2.4177
61 H 0.3444 7.5639 -5.6292
62 H 3.2691 -1.2157 -1.2519
63 H 1.1420 0.9997 3.9517
64 Cl -2.4328 -6.4839 4.6695
65 Cl -3.7752 -2.6761 -6.4832
66 H -0.0998 1.2523 0.3229
67 Cl -1.9907 6.1544 1.6851
68 Cl -1.1118 -8.9560 5.4956
69 C 1.8087 -1.3806 -9.3695
70 O 2.5595 3.0412 0.9121
71 H -1.5649 -3.2909 5.7290
72 Cl -4.8959 6.1548 1.3673
73 Cl 5.2651 1.2418 0.2602
74 Cl -4.6105 1.0145 -3.9875
75 Cl -3.0376 -1.3365 -3.2601
76 Cl 0.5894 9.8192 -0.4144
77 H 2.2992 -0.5348 -9.8307
78 Cl 2.0152 6.6304 -7.0008
79 Cl 4.4950 0.5018 -10.6386
80 H -1.2987 8.8500 -1.4307
81 H -1.6438 -3.2745 -7.2736
82 H 0.6581 -1.9072 -0.3055
83 Cl 2.8500 1.1494 -4.8768
84 Cl 4.1756 4.2086 7.2005
85 Cl -3.4914 -6.4622 8.5598
86 Cl -3.8457 -1.6566 2.8238
87 Cl -1.2142 -1.2963 -6.0755
88 H -0.6769 -0.4002 2.0412
89 H 2.8271 -2.6362 -2.2483
90 H 7.1226 -0.1105 -0.2517
91 C -5.2071 -6.7136 8.2126
92 N 1.7224 0.6477 -0.6432
93 H -0.4306 -0.5947 3.7689
94 H 0.6075 -1.8567 1.9222
95 H -2.2868 -1.8372 -8.0976
96 C 1.4969 1.0045 1.8442
97 Cl -1.7207 -1.5327 7.2866
98 H 1.3577 -0.4409 -5.7749
99 C -4.4770 -2.7376 1.5751
100 Cl 2.9747 -2.2260 -8.3407
101 H 6.7527 1.0459 -1.5497
102 H -1.5247 2.7511 1.0133
103 H -3.6145 7.0902 3.1075
104 C -2.1697 -2.3351 -7.1411
105 H 1.1873 0.0564 -2.5942
106 C 1.0607 -1.6409 -1.3023
107 H -1.7259 -3.8875 7.3967
108 C -2.0417 0.7363 3.3700
109 C -2.2658 0.6277 4.8463
110 H 2.7740 -2.7295 -0.4759
111 H -5.0749 -1.2501 -4.4277
112 C 2.9657 3.1792 6.4227
113 H -3.6190 5.3126 3.1578
114 C -0.2279 8.6904 -1.4991
115 H 0.1461 2.2068 3.1629
116 H -3.3291 -8.6595 4.7572
117 H 2.6846 3.6227 5.4740

Atomic partial charges in e from the Mulliken method, atoms 1 to 2: atom 1 (C): -0.510, atom 2 (H): 0.720